{"formula": "C2F2O2S", "method": "the ωB97M-V functional and the def2-TZVPD basis", "de_lowest_kj_mol": 221.08, "e_tot_ha": -824.377393, "multiplicity": 1, "e_homo_ev": [-11.5, -9.5], "total_charge": 0, "species": ["C", "C", "O", "O", "F", "F", "S"], "xyz": [[0.134, -0.327, 0.021], [-1.304, 0.287, 0.411], [-0.395, -0.020, 1.253], [0.726, 0.381, -0.741], [-0.007, -1.638, -0.295], [2.595, 0.203, -0.579], [-2.597, 0.862, -0.135]]}